Record 1
# C36H90Li2N15O11

C36H90Li2N15O11 as an isolated structure in a non-equilibrium geometry (ωB97M-V/def2-TZVPD, the Open Molecules 2025 dataset).

Last column: Mulliken charge in e.
CARTESIAN COORDINATES (ANGSTROEM)
Li -10.14 -8.36 -21.40  0.780
Li -7.95 -6.43 -20.91  0.816
C -8.30 -10.60 -22.58  -2.289
C -7.45 -9.31 -22.57  2.882
C -6.98 -8.94 -24.00  1.087
O -8.02 -8.29 -21.85  -1.070
H -9.31 -10.53 -22.97  0.310
H -8.47 -10.97 -21.56  0.487
H -7.74 -11.49 -22.88  0.523
H -6.51 -9.56 -22.06  -0.779
H -6.31 -9.67 -24.44  0.522
H -6.37 -8.03 -23.98  -1.212
H -7.81 -8.77 -24.69  -1.159
C -5.41 -7.42 -19.43  0.663
O -5.70 -6.49 -20.12  -0.702
N -4.86 -7.44 -18.29  -0.393
N -5.96 -8.62 -19.59  0.019
H -4.68 -8.15 -17.59  0.171
H -4.63 -6.52 -17.95  0.264
H -5.81 -9.41 -18.99  0.226
H -6.58 -8.55 -20.39  0.029
C -11.15 -13.58 -24.30  0.852
O -10.51 -14.28 -25.14  -0.670
N -11.70 -14.11 -23.21  -0.305
N -11.41 -12.32 -24.44  -0.113
H -12.32 -13.52 -22.67  0.127
H -11.32 -14.96 -22.82  0.169
H -10.89 -11.90 -25.20  -0.034
H -11.87 -11.69 -23.79  -0.010
C -4.60 -5.41 -23.44  0.436
O -3.77 -4.57 -23.40  -0.677
N -4.42 -6.69 -23.37  -0.226
N -5.88 -5.18 -23.47  -0.136
H -3.46 -7.03 -23.35  0.192
H -5.25 -7.26 -23.40  0.140
H -6.58 -5.87 -23.71  0.078
H -6.01 -4.19 -23.65  0.225
C -4.87 -11.63 -19.69  0.437
O -4.48 -12.27 -18.72  -0.694
N -6.16 -11.64 -20.02  0.074
N -4.10 -11.06 -20.56  -0.155
H -6.88 -12.22 -19.61  -0.069
H -6.64 -10.94 -20.57  -0.092
H -3.11 -11.23 -20.63  0.231
H -4.60 -10.61 -21.32  0.106
C -11.29 -14.09 -19.56  0.534
O -12.46 -14.31 -19.98  -0.691
N -10.61 -14.92 -18.87  -0.294
N -10.53 -13.04 -19.90  -0.212
H -10.93 -15.71 -18.33  0.227
H -9.82 -14.43 -18.48  0.203
H -10.72 -12.43 -20.68  0.141
H -9.54 -13.17 -19.73  0.024
C -11.42 -8.93 -25.86  0.492
O -12.06 -8.67 -24.87  -0.779
N -10.21 -9.08 -25.87  1.618
N -11.86 -8.89 -27.12  -0.251
H -9.80 -9.28 -26.77  -0.643
H -9.63 -9.08 -25.05  -0.903
H -12.82 -8.61 -27.19  0.268
H -11.43 -9.18 -27.98  0.073
C -6.44 -15.16 -24.70  -1.914
C -6.25 -16.54 -23.98  1.843
C -4.87 -16.49 -23.15  -1.669
C -5.01 -15.83 -21.85  -0.371
C -6.16 -16.46 -21.09  -1.524
C -7.51 -16.28 -21.81  1.532
N -7.35 -17.00 -23.09  0.311
O -8.58 -17.24 -23.70  -0.459
C -8.57 -17.05 -20.91  -1.784
C -7.91 -14.84 -21.97  -0.827
C -6.10 -17.73 -24.92  -1.892
H -7.45 -14.81 -24.92  0.337
H -6.15 -15.25 -25.74  0.585
H -5.79 -14.39 -24.29  0.368
H -4.56 -17.52 -23.02  0.456
H -4.17 -16.08 -23.88  0.529
H -5.03 -14.75 -22.00  0.054
H -4.07 -15.85 -21.30  0.499
H -6.18 -16.17 -20.04  0.527
H -5.85 -17.50 -20.99  0.471
H -8.92 -16.48 -20.05  0.272
H -9.44 -17.47 -21.41  0.348
H -8.08 -17.84 -20.35  0.484
H -7.12 -14.14 -22.23  0.100
H -8.60 -14.65 -22.80  0.023
H -8.35 -14.55 -21.02  0.066
H -6.58 -17.42 -25.85  0.458
H -6.50 -18.72 -24.66  0.362
H -5.10 -17.69 -25.35  0.446
H -8.82 -18.14 -23.49  0.350
C -11.00 -5.32 -28.26  -1.314
C -10.26 -4.17 -27.44  1.519
C -10.08 -4.71 -26.01  -1.715
C -8.97 -5.76 -25.91  1.319
C -7.59 -5.13 -26.36  -1.325
C -7.74 -4.57 -27.84  1.740
N -8.92 -3.74 -28.00  0.379
O -9.04 -3.32 -29.28  -0.480
C -6.41 -3.72 -27.99  -1.917
C -7.63 -5.86 -28.76  -1.505
C -11.15 -2.92 -27.32  -2.035
H -11.86 -5.83 -27.83  0.378
H -10.31 -6.13 -28.48  0.125
H -11.48 -4.98 -29.18  0.406
H -9.82 -3.93 -25.29  0.419
H -10.97 -4.97 -25.44  0.575
H -9.07 -6.65 -26.54  -0.771
H -8.97 -6.16 -24.90  0.122
H -6.96 -6.02 -26.35  0.418
H -7.18 -4.38 -25.68  0.068
H -6.36 -3.41 -29.03  0.457
H -6.56 -2.88 -27.30  0.471
H -5.48 -4.20 -27.68  0.317
H -7.85 -5.57 -29.79  0.475
H -6.63 -6.27 -28.78  0.451
H -8.33 -6.67 -28.53  -0.134
H -10.65 -2.18 -26.69  0.443
H -12.17 -3.14 -27.02  0.385
H -11.22 -2.48 -28.31  0.430
H -8.73 -2.42 -29.16  0.388
C -5.49 -11.68 -31.24  -1.501
C -7.12 -11.77 -31.10  1.047
C -7.44 -13.33 -31.05  -1.071
C -7.06 -13.93 -29.66  -1.136
C -7.70 -13.22 -28.43  -0.331
C -7.45 -11.65 -28.45  1.592
N -7.60 -11.15 -29.77  0.478
O -7.64 -9.78 -29.88  -0.419
C -8.51 -11.04 -27.52  -2.460
C -6.05 -11.25 -27.82  -1.904
C -7.82 -11.30 -32.39  -1.768
H -5.01 -11.97 -30.31  0.336
H -5.23 -10.69 -31.63  0.366
H -5.02 -12.36 -31.95  0.382
H -8.43 -13.72 -31.31  0.366
H -6.81 -13.91 -31.73  0.420
H -5.99 -14.01 -29.51  0.369
H -7.45 -14.95 -29.66  0.537
H -7.05 -13.69 -27.69  -0.124
H -8.77 -13.34 -28.30  0.618
H -9.52 -11.28 -27.84  0.630
H -8.42 -11.60 -26.59  0.447
H -8.36 -9.96 -27.41  0.609
H -5.74 -10.23 -28.03  0.224
H -6.05 -11.35 -26.73  0.245
H -5.34 -11.99 -28.21  0.565
H -8.87 -11.58 -32.26  0.421
H -7.27 -11.60 -33.28  0.376
H -7.83 -10.22 -32.51  0.367
H -8.57 -9.57 -29.82  0.294
O -11.40 -10.03 -21.92  -0.411
H -12.09 -9.73 -22.52  0.263
H -11.85 -10.62 -21.31  0.238

Properties
Kohn-Sham gap in eV: 5.176
Charge: +1
E_HOMO in eV: -9.72
Spin multiplicity: 1
Lowest unoccupied orbital energy in eV: -4.547

Record 2
# C25H45NP2RhS

C25H45NP2RhS as an isolated structure in a non-equilibrium geometry (ωB97M-V/def2-TZVPD, the Open Molecules 2025 dataset).

Last column: Mulliken charge in e.
CARTESIAN COORDINATES (ANGSTROEM)
Rh 0.11 0.29 -0.03  -0.161
C -1.56 1.42 1.04  1.167
C -1.92 0.43 -0.03  1.608
C -2.22 -0.55 2.07  0.678
C -1.81 0.78 2.29  0.807
C -2.37 -0.77 0.70  0.006
C -1.64 2.90 0.84  -1.586
H -1.23 3.21 -0.13  0.153
H -1.10 3.43 1.63  0.452
H -2.69 3.23 0.88  0.360
C -1.87 1.42 3.62  -1.772
H -1.70 2.50 3.58  0.374
H -1.11 0.98 4.29  0.100
H -2.85 1.24 4.09  0.485
C -2.60 -1.49 3.16  -2.050
H -3.67 -1.43 3.38  0.373
H -2.05 -1.25 4.08  0.383
H -2.36 -2.53 2.90  0.429
C -3.16 -1.87 0.09  -1.500
H -4.23 -1.62 0.08  0.415
H -3.05 -2.79 0.67  0.422
H -2.85 -2.07 -0.95  0.165
C -2.56 0.89 -1.29  -1.575
H -3.62 1.13 -1.12  0.341
H -2.49 0.11 -2.06  0.152
H -2.05 1.77 -1.69  0.385
C 1.64 0.50 -2.31  0.132
C 0.56 1.29 -2.52  0.419
C -0.04 1.45 -3.89  -1.505
C -0.99 0.31 -4.38  -1.277
C -0.96 -0.95 -3.56  -0.670
C 0.14 -1.72 -3.47  -0.314
C 1.45 -1.38 -4.11  -0.970
C 2.30 -0.26 -3.42  -2.065
H 0.76 1.57 -4.64  0.316
H -0.72 0.10 -5.43  0.534
H -0.63 2.39 -3.91  0.486
H 2.61 0.44 -4.21  0.575
H 2.18 0.50 -1.35  0.211
H 0.15 1.96 -1.75  0.922
H 3.22 -0.72 -3.04  0.499
H 2.05 -2.30 -4.12  0.410
H 0.07 -2.75 -3.10  0.797
H 1.31 -1.09 -5.16  0.368
H -2.02 0.70 -4.39  0.259
H -1.93 -1.32 -3.23  0.966
P 1.68 1.71 1.09  1.016
C 1.37 2.56 2.68  -0.918
H 2.23 3.22 2.90  0.548
H 1.26 1.84 3.50  0.153
H 0.47 3.18 2.64  0.194
C 3.33 0.98 1.35  -1.182
H 4.00 1.74 1.77  0.533
H 3.75 0.63 0.40  0.370
H 3.25 0.14 2.05  0.256
C 1.99 3.14 -0.02  -1.382
H 2.26 2.79 -1.02  0.294
H 2.81 3.75 0.39  0.529
H 1.08 3.75 -0.09  0.282
P 0.99 -1.90 0.45  1.508
C -0.10 -3.09 -0.39  -1.273
H 0.48 -3.97 -0.68  0.574
H -0.54 -2.63 -1.28  -0.298
H -0.92 -3.40 0.28  0.403
C 2.57 -2.15 -0.42  -1.213
H 2.47 -1.90 -1.49  0.073
H 2.87 -3.20 -0.33  0.539
H 3.35 -1.52 0.02  0.275
C 1.26 -2.76 2.04  -1.528
H 1.40 -3.84 1.86  0.539
H 0.40 -2.61 2.71  0.247
H 2.14 -2.36 2.55  0.440
S 0.98 -0.48 4.25  -0.248
C 0.51 -0.76 5.79  0.186
N 0.16 -0.95 6.91  -0.624

Properties
Kohn-Sham gap (spin up / spin down) in eV: 7.000 / 3.595
Charge: +1
E_HOMO (spin up / spin down) in eV: -9.32 / -9.30
Spin multiplicity: 5
Lowest unoccupied orbital energy (spin up / spin down) in eV: -2.322 / -5.709

Record 3
# C5H5N3

C5H5N3 in the gas phase in a non-equilibrium geometry (ωB97M-V/def2-TZVPD, the Open Molecules 2025 dataset).

Last column: Mulliken charge in e.
CARTESIAN COORDINATES (ANGSTROEM)
C -1.64 0.56 -0.06  -0.428
C 0.00 -0.71 -0.26  0.300
C 1.12 -1.41 -0.12  -0.488
C 1.06 1.38 -0.10  -0.519
C -0.03 0.70 -0.20  0.549
H -2.25 0.94 -0.82  0.323
H -1.73 0.98 0.97  0.255
H -1.98 -1.54 0.49  0.289
H 1.14 -2.43 0.25  0.361
H 1.13 2.53 0.06  0.327
N -1.31 -0.88 -0.10  -0.322
N 2.33 -0.64 -0.10  -0.410
N 2.16 0.53 0.00  -0.237

Properties
SMILES: c1nncc2c1CN2
Kohn-Sham gap in eV: 8.567
Charge: 0
E_HOMO in eV: -7.83
Spin multiplicity: 1
Lowest unoccupied orbital energy in eV: 0.739

What did we get for energy relative to the best compared isomer or geometry (same formula, charge and spin)? Answer: 673.3; 0.0; 378.3 kJ/mol, in the order shown.
What did we get for electronic energy? Answer: -84067.23550; -60556.20792; -9731.56815 eV, in the order shown.